Entry 1:
2 unconnected molecules or ions with the total composition C4H8N2O in a non-equilibrium geometry. Source: OMol25; level of theory: the ωB97M-V functional and the def2-TZVPD basis.

Geometry as XYZ:
```
15
Properties=species:S:1:pos:R:3:forces:R:3
C 0.9420 2.2519 0.1955 2.68 -0.49 -2.15
C 1.3077 0.8534 -0.0218 3.14 -3.37 -0.15
N 2.0693 -0.0388 -0.2246 -1.96 2.84 0.42
O 2.7979 -0.9904 -0.4699 -0.48 0.24 0.16
H 1.7858 2.6705 0.7808 -1.03 0.34 -0.22
H -0.0434 2.4492 0.4290 -1.90 0.05 1.43
H 0.9622 2.5820 -0.8596 0.42 0.71 0.43
H -1.4129 -0.4767 -1.1363 0.70 -0.13 -0.04
N -1.2609 0.0323 -0.2685 -1.58 1.59 -0.20
C -0.6553 -0.5886 0.6324 -0.92 -1.86 -0.83
C -0.1862 -1.9773 0.4096 1.39 -1.28 0.48
H -0.7395 -0.2494 1.6406 0.58 0.74 0.72
H 0.1616 -2.1675 -0.5982 -0.17 0.40 -0.48
H -1.0446 -2.6396 0.5502 0.20 -0.16 0.38
H 0.7081 -2.3109 0.9990 -1.07 0.36 0.05
```
Forces are in eV/Å.

## Properties
**HOMO**: -9.1 eV
**Max |F|**: 4.6 eV/Å
**SMILES**: CC#[N+][O-].[H]/N=C\C
**Kohn-Sham gap**: 9.963 eV
**Relative energy (zero: lowest compared OMol25 entry of this formula, charge and spin)**: 502.69 kJ/mol

***

Entry 2:
C20H22O5 in the gas phase in a non-equilibrium geometry. Source: OMol25; level of theory: the ωB97M-V functional and the def2-TZVPD basis.

Geometry as XYZ:
```
47
Properties=species:S:1:pos:R:3:forces:R:3
C 2.4429 1.3833 1.6379 -0.09 -0.20 -1.32
O 1.1485 1.8100 0.9872 2.17 0.54 1.96
C 0.5304 0.9401 0.1816 1.10 0.20 -3.01
C 0.9175 0.9996 -1.2187 0.92 1.60 1.64
C 0.2955 0.1611 -2.1010 -0.62 -0.23 0.98
C -0.6613 -0.7700 -1.5762 -1.15 -1.05 -2.10
C -1.2839 -1.7629 -2.5563 -2.10 0.00 4.76
C -2.2493 -2.6445 -1.9963 3.23 2.96 -2.94
C -2.6177 -2.6073 -0.5743 1.55 0.18 -2.39
O -3.2651 -3.4946 -0.1467 -1.24 -0.53 2.00
O -2.1033 -1.5747 0.2083 -0.09 -0.41 -0.07
C -1.1158 -0.7415 -0.2273 1.37 0.04 -2.18
C -0.4599 0.1268 0.6673 -0.19 -1.17 -0.73
C -0.7049 0.1414 2.0581 -4.02 -1.80 4.77
C -1.3780 -0.8244 2.8686 2.35 1.95 -1.39
C -1.7221 -0.5812 4.3559 -1.80 -0.79 0.22
C -0.5420 -0.1901 5.2343 0.41 -1.02 0.53
C -2.8631 0.4523 4.5007 -0.33 -1.69 -2.70
O -2.3080 -1.8552 4.8685 1.42 1.07 0.28
O 0.4991 0.2920 -3.4439 -1.74 -0.74 1.82
C 1.7179 0.7688 -3.9098 2.26 0.07 -1.02
C 2.5840 -0.4848 -4.2280 2.08 -0.59 0.04
C 1.3439 1.4136 -5.1944 -2.20 2.81 1.56
C 2.4348 1.8174 -3.0244 -1.71 -0.30 4.34
C 1.9818 1.9858 -1.7025 0.45 -1.59 -2.65
H 3.3491 1.8171 1.1235 -1.19 -0.15 0.08
H 2.5596 0.2682 1.5229 -0.36 1.10 0.61
H 2.4738 1.7858 2.6651 -0.43 -0.58 -0.45
H -1.0321 -1.6666 -3.5886 0.15 -0.37 -0.46
H -2.6322 -3.3426 -2.7436 -0.49 -0.15 1.03
H -0.7194 1.1344 2.5432 0.70 -0.49 -0.28
H -1.5868 -1.8629 2.5500 0.28 0.82 -0.13
H -0.8957 0.0060 6.3254 0.82 -0.22 -2.01
H 0.1774 -1.0547 5.1823 -0.56 0.83 0.45
H -0.0156 0.6525 4.7429 -0.42 -0.14 0.69
H -3.8483 -0.0718 4.4630 0.74 0.50 -0.60
H -2.9090 0.9958 5.3590 0.46 1.25 2.87
H -2.6994 1.1697 3.7089 -0.61 0.30 -0.40
H -2.7397 -2.2826 4.1334 -0.28 -0.16 -0.32
H 3.6868 -0.1198 -4.4417 -2.02 -0.93 0.66
H 2.5334 -1.2124 -3.3534 0.47 1.07 -0.86
H 2.3070 -1.1298 -5.1299 -0.16 1.33 1.01
H 0.9506 2.4651 -5.0703 0.13 -0.89 0.56
H 2.1396 1.6248 -5.7848 2.43 -0.29 -2.32
H 0.5014 0.9082 -5.5680 -0.55 -1.01 -1.28
H 3.2949 2.4396 -3.2776 -0.38 -0.42 -0.78
H 2.4831 2.7149 -1.0302 -0.74 -0.69 -0.50
```
Forces are in eV/Å.

## Properties
**HOMO**: -8.1 eV
**Max |F|**: 6.5 eV/Å
**SMILES**: COc1c2c(c3ccc(=O)oc3c1/C=C/C(C)(C)O)OC(C)(C)C=C2
**Kohn-Sham gap**: 8.057 eV
**Relative energy (zero: lowest compared OMol25 entry of this formula, charge and spin)**: 428.64 kJ/mol

***

Entry 3:
18 unconnected molecules or ions with the total composition C44H119N5O49S13 in a non-equilibrium geometry. Source: OMol25; level of theory: the ωB97M-V functional and the def2-TZVPD basis.

Geometry as XYZ:
```
230
Properties=species:S:1:pos:R:3:forces:R:3
O -0.7278 -2.6312 -2.2063 -0.71 0.22 -3.12
S -0.9860 -2.2448 -3.6091 -1.12 2.47 0.06
O -0.0067 -2.2626 -4.6850 -0.90 -1.31 1.31
O -2.4852 -2.9458 -4.0687 2.82 0.44 3.14
C -2.7888 -3.0367 -5.4112 -0.28 -0.35 -2.01
C -4.1488 -3.7479 -5.5222 0.37 -0.11 -0.23
C -1.6138 -0.4926 -3.6435 -0.36 -1.13 0.84
H -2.0071 -3.5700 -5.9521 -0.02 -0.58 0.15
H -2.7127 -2.0577 -5.8844 -0.75 0.33 0.00
H -4.1872 -4.6292 -4.8819 0.31 0.04 0.25
H -4.2594 -4.1629 -6.5241 -0.15 0.36 -0.15
H -5.0094 -3.1320 -5.2613 0.30 0.10 -0.17
H -0.8730 0.2774 -3.4280 0.29 -0.46 0.06
H -2.3639 -0.5461 -2.8545 -0.03 0.42 0.03
H -2.1095 -0.2577 -4.5854 0.21 -0.41 -0.09
O -5.8802 -0.8864 -7.1144 -1.44 -0.28 2.12
S -6.7560 -0.8200 -5.9407 1.94 0.80 0.21
O -7.9123 -1.6731 -5.8023 0.86 0.84 -0.07
O -5.7701 -1.0054 -4.6039 -0.10 -0.26 -3.15
C -6.3401 -1.1319 -3.3431 -0.07 -0.75 1.69
C -5.4639 -0.3221 -2.4075 0.18 0.54 0.74
C -7.0994 0.9773 -5.6550 -0.05 -2.46 0.07
H -6.2945 -2.1679 -3.0073 0.06 -0.33 -0.24
H -7.4129 -0.9396 -3.3328 0.02 0.68 -0.02
H -5.9435 -0.0428 -1.4694 -0.35 0.17 -0.16
H -5.0626 0.5665 -2.8949 -0.36 0.21 -0.03
H -4.5696 -0.8367 -2.0561 0.00 -0.48 -0.40
H -7.2468 1.0907 -4.5810 -0.36 0.07 -0.17
H -8.0167 1.0275 -6.2415 0.24 1.16 -0.05
H -6.1577 1.4480 -5.9376 -0.56 0.25 -0.49
O -1.1654 3.4419 5.1023 -0.41 -0.21 -0.05
S -2.5701 3.1404 5.0071 -0.08 -1.23 -1.79
O -3.4757 3.7475 5.9446 0.16 -0.57 -0.85
O -3.0852 3.5454 3.4639 0.32 -0.63 2.42
C -2.1980 3.1117 2.4351 0.56 -0.85 -0.96
C -1.5043 4.2869 1.8451 -0.04 1.00 0.25
C -2.8511 1.2636 4.8909 -0.46 1.66 1.32
H -2.7710 2.5771 1.6775 -0.43 0.20 0.13
H -1.4228 2.3894 2.6912 -0.14 -0.11 1.01
H -0.5781 4.0096 1.3419 -0.33 -0.03 -0.55
H -1.1903 4.9564 2.6459 -0.01 0.02 0.18
H -2.2556 4.8254 1.2675 0.47 0.26 -0.52
H -3.9339 1.1986 4.7838 0.12 -0.11 -0.58
H -2.6362 0.8754 5.8865 0.32 0.13 -0.07
H -2.2530 0.7318 4.1509 -0.14 0.48 -0.08
O 7.1318 -3.3421 -3.1229 1.76 2.30 1.38
S 8.1454 -2.4019 -2.5574 -1.29 -1.03 0.21
O 8.6848 -1.3342 -3.3755 -0.59 -1.16 0.80
O 7.5893 -1.6838 -1.1140 -0.06 -1.38 -2.21
C 6.1734 -1.2461 -1.0012 0.85 0.37 1.82
C 6.1309 -0.7799 0.5265 0.12 -0.38 -2.07
C 9.5401 -3.4793 -1.9442 -1.33 0.70 0.13
H 5.4426 -2.0093 -1.2685 0.37 -0.44 0.21
H 5.9668 -0.3967 -1.6523 0.38 0.12 -0.01
H 6.8633 0.0234 0.6065 -0.37 0.21 0.09
H 6.4627 -1.5617 1.2097 -0.26 -0.25 -0.20
H 5.1169 -0.4489 0.7507 0.17 0.14 0.20
H 9.1726 -4.3195 -1.3550 -0.45 0.33 0.06
H 10.1771 -2.8523 -1.3204 0.26 -0.10 -0.47
H 9.9518 -3.9257 -2.8493 0.31 0.57 0.00
O -5.8197 -4.7933 0.1830 3.40 -0.14 -0.03
S -4.3438 -4.7182 0.2275 -2.00 -0.58 -2.00
O -3.7090 -4.3134 1.4545 0.17 -0.40 -0.44
O -3.7517 -6.1713 -0.3333 -3.94 1.47 1.20
C -2.3974 -6.2754 -0.4119 2.48 -0.08 0.23
C -1.9156 -6.3977 -1.8425 0.48 0.34 -0.07
C -3.7754 -3.6435 -1.1581 -0.70 -0.08 0.88
H -2.0625 -7.0766 0.2468 -0.07 -0.51 -0.29
H -1.9556 -5.4115 0.0846 0.42 0.31 -0.32
H -2.1442 -5.4824 -2.3885 0.14 0.12 0.03
H -2.3140 -7.2028 -2.4599 -0.20 -0.28 0.54
H -0.8316 -6.4999 -1.7911 0.08 0.03 -0.23
H -4.4222 -2.7826 -0.9888 0.20 0.21 -0.17
H -3.9895 -4.0747 -2.1360 -0.22 -0.24 0.32
H -2.7213 -3.3687 -1.1206 -0.08 -0.15 0.36
O 5.2315 7.3315 1.4647 -1.62 -1.61 0.75
S 4.3546 6.7384 2.4745 0.17 0.43 0.30
O 3.1055 7.4133 2.8091 1.29 -1.17 -0.84
O 4.1248 5.0900 2.2475 1.29 2.35 -0.45
C 2.8268 4.5845 2.1290 -2.63 -0.85 1.25
C 2.0606 4.6588 3.5024 -0.11 -0.09 -0.38
C 5.3568 6.6297 3.9325 0.56 1.12 0.05
H 2.8852 3.5670 1.7426 0.48 -0.08 0.30
H 2.2007 5.0862 1.3912 0.29 0.48 -0.13
H 1.2203 3.9862 3.6744 -0.19 -0.27 -0.93
H 1.6322 5.6562 3.6012 0.31 -0.03 0.30
H 2.6605 4.3950 4.3734 0.63 0.42 -0.15
H 5.9821 7.5147 3.8144 0.19 0.02 -0.05
H 6.0348 5.7762 3.9380 -0.48 -0.09 0.04
H 4.7975 6.8507 4.8416 -0.26 -0.77 -0.14
O 1.1037 3.5809 -6.9435 1.12 -0.86 2.43
S 1.5248 2.9983 -5.6623 -1.24 -0.46 -1.78
O 0.5658 2.0757 -5.0033 2.32 2.05 -0.70
O 2.9532 2.1890 -5.9518 -1.92 0.52 0.46
C 3.1917 1.0500 -5.1031 1.66 -1.13 -0.03
C 4.5238 0.3836 -5.5639 0.17 1.11 -0.32
C 2.1729 4.3154 -4.5412 0.41 -0.89 -0.50
H 2.3859 0.3162 -5.0838 -0.22 0.35 -0.29
H 3.3718 1.3807 -4.0803 -0.19 0.22 0.13
H 5.2276 1.1588 -5.8672 -0.02 0.44 0.30
H 4.5242 -0.2117 -6.4769 -0.72 -0.41 0.28
H 5.0342 -0.1261 -4.7467 -0.35 -0.26 -0.03
H 3.0925 4.7647 -4.9161 -0.02 -0.46 -0.70
H 2.4864 3.7183 -3.6849 -0.54 0.45 0.50
H 1.5127 5.1720 -4.4052 -0.54 -0.69 0.33
O 1.5222 -5.3958 -0.4709 2.02 2.96 -0.13
S 2.4685 -4.3352 -0.9319 -0.94 -1.52 -1.94
O 2.1115 -3.5105 -2.0884 0.44 -0.66 2.49
O 3.0374 -3.3047 0.2838 -0.80 -0.60 -4.19
C 3.0579 -3.7169 1.5827 -1.57 -0.45 2.48
C 3.3191 -2.5003 2.4129 1.18 0.77 0.75
C 4.0276 -5.1787 -1.3543 -1.23 0.74 1.44
H 3.7465 -4.5336 1.7991 0.32 0.03 -0.17
H 2.0673 -4.0510 1.8913 -0.19 -0.45 -0.24
H 3.0889 -2.6743 3.4640 0.12 -0.20 0.03
H 2.7771 -1.5932 2.1456 -0.42 -0.32 -0.39
H 4.3697 -2.2235 2.3253 0.11 0.04 0.20
H 3.8653 -6.0680 -1.9633 -0.18 0.43 -0.16
H 4.2561 -5.4855 -0.3336 0.95 -0.21 -0.19
H 4.6584 -4.3879 -1.7603 0.25 -0.44 0.01
O 0.4550 2.6439 -1.1328 -0.26 -1.67 2.06
S 0.7345 1.5625 -0.1825 1.73 -2.56 -1.49
O 0.9925 1.7233 1.2368 -0.85 0.70 -0.87
O -0.3765 0.3435 -0.3890 0.93 2.32 -0.93
C -0.5981 -0.6936 0.5806 -0.62 0.34 1.40
C -2.0879 -0.6514 0.9726 0.08 0.08 -0.15
C 2.2834 0.6776 -0.8121 -1.01 0.28 0.80
H 0.0630 -0.4804 1.4206 -0.05 -0.33 0.18
H -0.3760 -1.6635 0.1356 0.22 0.22 -0.24
H -2.4387 -1.5180 1.5329 0.32 -0.46 -0.36
H -2.6280 -0.5559 0.0306 -0.30 -0.19 0.07
H -2.4294 0.1663 1.6073 0.56 0.47 -0.18
H 3.1466 1.3135 -0.6154 -0.18 0.42 -0.44
H 2.1512 0.3317 -1.8372 -0.02 0.41 0.01
H 2.4744 -0.1944 -0.1867 -0.53 -0.11 0.15
O -4.6009 -6.6515 6.1511 0.85 0.60 -1.19
S -4.4206 -6.0450 4.8474 -2.26 -0.64 0.57
O -5.5463 -6.1593 3.9296 1.63 0.77 0.64
O -4.0368 -4.4709 5.1819 -0.47 -1.80 -0.80
C -4.5823 -3.4421 4.3727 -1.08 3.08 0.31
C -5.4602 -2.4204 5.2241 0.03 -1.89 0.32
C -2.9122 -6.6861 4.0884 -0.90 0.67 0.52
H -5.1380 -3.7059 3.4729 0.07 -0.86 0.35
H -3.7786 -2.7952 4.0210 0.53 -0.42 -0.05
H -5.0204 -2.2707 6.2102 0.74 0.64 -0.28
H -6.3998 -2.8422 5.5812 -0.34 -0.36 -0.67
H -5.6936 -1.5194 4.6569 0.36 0.04 0.12
H -3.0439 -7.7072 3.7304 -0.33 0.05 0.40
H -2.2774 -6.6264 4.9725 0.69 -0.07 -0.61
H -2.7049 -6.0554 3.2239 0.39 0.20 0.30
O -2.6038 -3.7994 8.4043 1.27 0.43 -0.33
S -1.6670 -2.7824 7.9752 0.94 0.97 2.20
O -0.2979 -2.6412 8.5656 -3.18 -0.72 -1.61
O -1.5662 -2.8491 6.3580 -0.41 0.72 0.71
C -1.0044 -3.9973 5.7206 2.38 -0.56 -0.70
C 0.5705 -3.8230 5.4979 -0.87 -0.62 0.08
C -2.5631 -1.1410 8.2513 0.43 -0.78 -1.38
H -1.4440 -4.1494 4.7349 -0.33 0.81 0.04
H -1.2658 -4.9397 6.2020 0.19 0.27 0.75
H 1.0390 -4.7424 5.1467 -0.42 -0.50 0.07
H 1.1269 -3.5812 6.4034 -0.35 0.33 0.06
H 0.8107 -3.1406 4.6825 -0.37 0.49 0.31
H -3.2446 -1.0146 9.0925 0.58 -1.05 0.50
H -3.2493 -1.1376 7.4044 0.31 0.48 -0.35
H -1.8241 -0.3400 8.2702 -0.08 -0.15 -0.41
O 5.7377 -4.7972 -9.0022 -1.34 -1.14 0.67
S 4.6462 -5.5586 -8.4109 -1.19 1.77 2.03
O 4.6205 -6.9889 -8.2833 0.33 0.85 -0.53
O 4.3837 -5.0437 -6.8177 0.55 -0.68 -1.68
C 4.8737 -3.7275 -6.4255 -0.45 -0.88 0.53
C 4.2634 -3.3553 -5.0886 -0.07 0.54 -0.39
C 3.0107 -5.0486 -9.1556 1.58 -0.67 -0.12
H 4.5377 -3.0608 -7.2196 0.71 0.42 0.13
H 5.9350 -3.8223 -6.1958 0.20 0.37 -0.99
H 4.6237 -2.3506 -4.8677 0.01 0.11 -0.01
H 4.6646 -3.9640 -4.2783 -0.43 -0.28 -0.13
H 3.1773 -3.2865 -5.1492 -0.02 -0.35 0.35
H 3.2040 -5.3571 -10.1830 -0.48 -0.13 -0.11
H 2.7887 -3.9815 -9.1689 0.38 -0.08 0.43
H 2.2430 -5.6474 -8.6656 0.17 0.10 -0.11
O -3.3684 6.8788 -0.4928 2.03 2.08 -1.22
S -2.3627 7.8979 -0.8975 -0.20 -0.92 -0.69
O -1.7092 7.8654 -2.2572 -2.31 0.53 3.90
O -3.0786 9.4423 -0.6211 1.93 -1.31 -0.22
C -4.1657 9.5706 0.3313 -0.71 -2.49 -0.60
C -5.4192 9.8448 -0.4203 -1.18 1.28 0.10
C -1.0355 7.9035 0.4003 -1.34 1.52 -1.27
H -4.0856 10.2179 1.2046 1.11 0.36 -0.43
H -4.4043 8.5771 0.7109 0.83 -0.21 0.37
H -6.1947 9.3880 0.1945 -0.43 0.05 -0.35
H -5.4602 9.4646 -1.4410 0.20 -0.22 0.25
H -5.6338 10.9133 -0.4413 -0.07 0.08 -0.29
H -0.4226 8.7487 0.0871 0.34 -0.25 0.00
H -0.4831 6.9682 0.4898 -0.48 0.08 0.00
H -1.6238 8.2786 1.2378 0.34 -0.66 0.46
C 6.7832 1.8134 4.5872 -0.54 0.43 -0.10
N 6.2807 1.6000 3.1978 0.92 0.49 -0.22
O 5.1052 1.2817 3.0566 1.22 0.20 -0.63
O 7.1459 1.8756 2.3479 -2.24 -0.88 0.76
H 7.7322 1.2824 4.6625 -0.18 0.30 0.21
H 6.0256 1.5605 5.3289 0.17 -0.42 -0.26
H 6.8668 2.9002 4.5926 0.59 -0.09 0.31
C 1.8328 1.0173 4.9738 0.24 -1.05 -1.52
N 0.5316 0.1059 5.0185 0.87 2.04 1.38
O -0.2248 0.3273 5.9392 0.24 -0.07 0.17
O 0.3108 -0.6854 4.1418 0.59 -0.16 -0.72
H 1.7704 1.5881 4.0474 -0.52 0.13 0.08
H 2.6912 0.3778 4.7678 -0.25 -0.47 0.21
H 2.1053 1.6696 5.8035 -1.14 -0.40 0.32
C 5.0370 4.7692 -1.4045 -0.44 0.70 0.84
N 5.9386 3.8421 -0.6904 0.83 -1.37 -1.36
O 5.4845 2.7327 -0.3701 0.73 1.58 0.10
O 7.1123 4.1979 -0.6546 -1.18 -0.72 0.76
H 5.6408 5.3469 -2.1044 -0.25 -0.37 -0.11
H 4.7060 5.4602 -0.6292 -0.13 0.14 -0.03
H 4.1680 4.2305 -1.7823 0.37 0.03 -0.15
C -3.1450 3.7007 -2.1293 0.29 -0.21 -0.23
N -3.8697 3.2227 -0.8937 -0.89 2.30 -1.03
O -3.6317 2.1128 -0.4804 -0.13 -0.04 0.24
O -4.6399 4.0664 -0.4256 0.73 -1.67 0.16
H -2.0971 3.7311 -1.8309 0.01 -0.03 -0.25
H -3.4986 4.6704 -2.4796 -0.07 -0.03 0.71
H -3.3009 3.0105 -2.9584 0.13 -0.39 0.39
C -6.8577 2.7804 4.6077 -1.00 -0.13 1.09
N -6.6977 2.1918 3.2748 0.98 -0.01 -1.75
O -5.7610 1.4081 3.1303 -0.75 0.36 0.11
O -7.4449 2.5466 2.3631 0.68 -0.40 1.38
H -6.5092 2.0821 5.3686 0.02 -0.13 -0.33
H -7.9342 2.9175 4.7107 0.18 0.32 0.17
H -6.3051 3.7061 4.7683 -0.01 -0.02 -0.67
```
Forces are in eV/Å.

## Properties
**HOMO**: -10.7 eV
**Max |F|**: 4.6 eV/Å
**Kohn-Sham gap**: 10.032 eV